(1)
Molecular formula: C4H8O2
Method: DFT, ωB97M-V/def2-TZVPD

Each line ends with the natural charge from an NBO analysis.
Atoms and positions in Å:
H -1.11443 -1.53169 0.10531  0.2167
C -0.38796 -0.32655 -1.49206  -0.2285
H 1.88631 -1.23086 -0.70591  0.1002
O 1.31766 -2.22411 0.96718  -0.5471
H -1.34431 -0.02707 -1.90946  0.1975
H 0.48163 0.07038 -2.00956  0.2035
H -0.17521 0.20485 1.47608  0.1890
C -0.26472 -1.19811 -0.48536  -0.3983
H -0.00724 1.95500 1.69631  0.1853
O -0.41156 1.54861 -0.24448  -0.7025
C 1.06998 -1.58783 -0.03637  0.3910
H -1.37661 1.50294 -0.20213  0.4717
H 1.24654 1.01262 0.83487  0.1916
C 0.17032 1.14228 1.00263  -0.2700

Orbital gap, eV: 10.177
LUMO, hartree: 0.0254

=====

(2)
Molecular formula: C4H8O2
Method: DFT, ωB97M-V/def2-TZVPD

Each line ends with the natural charge from an NBO analysis.
Atoms and positions in Å:
O 0.19800 0.92409 0.63795  -0.5404
C -0.37468 0.40722 -0.53335  0.0761
H -0.27476 2.18520 -1.77202  0.2223
O -0.23679 -1.31929 0.81906  -0.5327
C 0.17345 -0.23385 1.60504  0.2176
H 1.20129 -0.46929 2.13614  0.1584
C 0.13199 1.15358 -1.76335  -0.6231
H -1.52912 0.44114 -0.53882  0.1588
H 1.09048 -1.04545 -0.88039  0.1754
H -0.60800 -1.57423 -1.22998  0.1974
H 1.24878 1.16031 -1.73902  0.2128
C 0.07054 -1.00793 -0.54402  -0.0993
H -0.23010 0.63647 -2.65142  0.2098
H -0.59608 -0.08673 2.43352  0.1668

Orbital gap, eV: 11.010
LUMO, hartree: 0.0398

=====

(3)
Molecular formula: C4H8O2
Method: DFT, ωB97M-V/def2-TZVPD

Each line ends with the natural charge from an NBO analysis.
Atoms and positions in Å:
O 2.40915 -0.36288 0.72263  -0.5345
H -1.55290 -0.72258 1.06581  0.2299
H 0.91663 0.36538 1.89549  0.4894
C 0.44529 0.84479 0.10833  -0.0101
O 0.19828 0.87728 1.48470  -0.7114
C -0.70748 0.19335 -0.68878  -0.4098
C -1.33884 -0.99522 0.02979  -0.6194
H -0.68811 -1.87778 0.03912  0.2040
C 1.75116 0.13217 -0.16350  0.4240
H 0.57765 1.87320 -0.27007  0.1892
H -1.47261 0.95503 -0.86965  0.2123
H -0.33529 -0.10355 -1.68004  0.2025
H 2.07870 0.09234 -1.22114  0.1205
H -2.28164 -1.27154 -0.45270  0.2134

Orbital gap, eV: 11.250
LUMO, hartree: 0.0297

=====

(4)
Molecular formula: C4H8O2
Method: DFT, ωB97M-V/def2-TZVPD

Each line ends with the natural charge from an NBO analysis.
Atoms and positions in Å:
H -0.98395 1.45939 0.66852  0.2150
C 0.43629 -0.05858 0.09588  0.0806
H 1.15182 -0.27430 -0.70344  0.2001
H 0.51687 0.08685 2.30248  0.2122
H 1.44850 -1.24662 1.60786  0.2275
O -0.43142 -1.10053 -2.29617  -0.5598
H 0.10769 2.03861 -0.66601  0.2154
O -0.65604 -1.01495 -0.02070  -0.5446
H -2.22071 -1.07487 -1.33171  0.1306
C 1.14304 -0.20501 1.45196  -0.6272
C -0.39328 1.19136 -0.22051  -0.6087
C -1.11960 -1.05206 -1.31313  0.6368
H 2.06848 0.38706 1.49459  0.2218
H -1.06770 0.86365 -1.06962  0.2005

Orbital gap, eV: 11.731
LUMO, hartree: 0.0380

=====

(5)
Molecular formula: C4H8O2
Method: DFT, ωB97M-V/def2-TZVPD

Each line ends with the natural charge from an NBO analysis.
Atoms and positions in Å:
H 2.65413 0.84600 -1.06427  0.2085
C 1.58473 0.67376 -1.01571  -0.4141
H 1.30954 1.61203 0.83519  0.2050
O -2.01520 -1.25269 0.51970  -0.7053
C 0.84380 1.06769 0.01580  -0.1588
H -1.16272 1.38845 0.76729  0.2306
H -1.07878 0.64308 -0.81727  0.2041
C -0.74939 -0.72858 0.82469  0.3743
H 1.13725 0.13081 -1.84915  0.1796
H 0.60544 -1.47629 -0.37799  0.4672
O 0.28465 -1.61835 0.52383  -0.7073
H -2.08416 -1.31544 -0.44397  0.4580
H -0.73634 -0.64004 1.91320  0.1565
C -0.59296 0.66955 0.16864  -0.4983

Orbital gap, eV: 10.820
LUMO, hartree: 0.0325

=====

(6)
Molecular formula: C4H8O2
Method: DFT, ωB97M-V/def2-TZVPD

Each line ends with the natural charge from an NBO analysis.
Atoms and positions in Å:
H 3.11458 -1.25145 -0.88287  0.1974
H -2.49367 0.01567 -0.61384  0.1765
C -2.40745 0.45303 0.39059  -0.2496
O -1.28019 1.29774 0.44810  -0.5148
H -2.37114 -0.35893 1.13049  0.1646
H -0.43906 -1.23414 0.92719  0.1899
C 0.23789 -0.55924 0.41761  0.0472
H 2.78235 0.32561 -0.12088  0.1731
H 0.59412 1.41313 -0.33325  0.1897
H 1.88681 -0.15416 -1.58490  0.1745
H -3.27861 1.07408 0.60313  0.1949
C 2.33880 -0.52214 -0.65516  -0.2567
C -0.08070 0.70837 0.14357  0.0102
O 1.39627 -1.20759 0.13020  -0.4968

Orbital gap, eV: 9.231
LUMO, hartree: 0.0365

=====

(7)
Molecular formula: C4H8O2
Method: DFT, ωB97M-V/def2-TZVPD

Each line ends with the natural charge from an NBO analysis.
Atoms and positions in Å:
C -0.40999 -0.02394 -0.22859  -0.0094
H -2.51054 -0.45135 0.03136  0.2247
H -1.43222 -1.35682 1.12311  0.2157
C 1.93480 0.01486 -0.42527  -0.2568
O 0.79258 -0.74121 -0.08839  -0.5287
C -0.47330 1.16770 0.71684  0.4184
H 2.22072 0.70378 0.38280  0.1684
H -1.54628 -1.82204 -0.58514  0.2270
O -1.17154 2.13197 0.52031  -0.5116
H 1.77093 0.59996 -1.34139  0.1708
H -0.52150 0.36455 -1.25451  0.1841
H 2.75525 -0.68582 -0.59348  0.1996
C -1.55309 -0.97361 0.10464  -0.6133
H 0.14418 1.07199 1.63770  0.1111

Orbital gap, eV: 10.635
LUMO, hartree: 0.0352

=====

(8)
Molecular formula: C4H8O2
Method: DFT, ωB97M-V/def2-TZVPD

Each line ends with the natural charge from an NBO analysis.
Atoms and positions in Å:
H -3.05089 -0.53707 0.73492  0.1901
H 0.64061 -1.56216 0.82534  0.1580
H 2.36322 0.28465 0.96222  0.2211
H 2.84013 0.46175 -0.74704  0.2361
C 0.03995 -0.87839 0.21567  0.3190
O 0.05007 -1.24245 -1.09965  -0.5200
C 0.71061 0.19305 -0.45396  0.0641
C -2.21142 -0.09926 0.19736  -0.2720
H 0.09156 0.90145 -0.98601  0.2029
O -1.08079 -0.49246 0.93563  -0.5369
H -2.16516 -0.50732 -0.81665  0.1966
H -2.34695 0.99461 0.15284  0.1652
C 2.07280 0.69186 -0.01707  -0.6612
H 2.04626 1.79172 0.09640  0.2371

Orbital gap, eV: 10.308
LUMO, hartree: 0.0362

=====

(9)
Molecular formula: C4H8O2
Method: DFT, ωB97M-V/def2-TZVPD

Each line ends with the natural charge from an NBO analysis.
Atoms and positions in Å:
C 0.88558 0.37797 0.48299  -0.4186
H 0.89557 1.32906 1.02823  0.2045
H -0.86629 1.05265 -0.63157  0.1876
H 1.05804 -0.41279 1.22193  0.2103
C 1.98913 0.35071 -0.57264  -0.6058
H 1.85093 1.13548 -1.32505  0.2052
H -3.11549 -1.13407 1.34811  0.1207
H -0.44601 -0.64387 -0.89648  0.1953
C -0.47884 0.15061 -0.14434  -0.0798
C -2.51729 -0.82988 0.47657  0.6488
O -2.83131 -1.01616 -0.67036  -0.5860
O -1.39567 -0.23929 0.89430  -0.5038
H 1.99817 -0.61319 -1.09490  0.2053
H 2.97349 0.49276 -0.11679  0.2162

Orbital gap, eV: 11.713
LUMO, hartree: 0.0365

=====

(10)
Molecular formula: C4H8O2
Method: DFT, ωB97M-V/def2-TZVPD

Each line ends with the natural charge from an NBO analysis.
Atoms and positions in Å:
H -0.81807 2.16518 0.72823  0.4825
H -0.90012 -0.01224 1.99596  0.1829
H -1.15784 0.70443 -1.32222  0.4918
C 1.02620 0.24492 0.88892  -0.4511
C 0.15525 -0.77875 0.19482  -0.2686
C -0.46026 0.29262 1.04681  0.0820
O -0.96881 -0.03503 -1.91789  -0.7318
O -1.17057 1.32584 0.40916  -0.7229
H 1.02700 -0.56153 -1.76084  0.1542
H 0.14733 -1.76468 0.65675  0.2210
H 1.45703 1.01247 0.24592  0.2165
H 1.65168 -0.04790 1.72765  0.2209
H -0.16525 -1.85285 -1.63002  0.1777
C 0.04414 -0.81895 -1.33417  -0.0549

Orbital gap, eV: 10.534
LUMO, hartree: 0.0288

=====

(11)
Molecular formula: C4H8O2
Method: DFT, ωB97M-V/def2-TZVPD

Each line ends with the natural charge from an NBO analysis.
Atoms and positions in Å:
H -2.00315 -0.56057 -0.22016  0.2187
C 1.70704 -1.29788 -0.19888  0.6562
H 2.24479 -1.73718 0.65612  0.1176
C -0.98526 -0.71150 0.14061  -0.6387
H 0.28164 2.51186 -0.04546  0.2195
C -0.02352 0.35916 -0.33882  0.0905
H -0.20597 1.59814 1.40172  0.2147
C -0.33964 1.69038 0.31927  -0.6194
O 1.28221 -0.06401 0.13366  -0.5321
H -0.62751 -1.68145 -0.20635  0.2270
O 1.52228 -1.87759 -1.23582  -0.5721
H -0.98653 -0.70693 1.23663  0.2082
H -0.01714 0.45789 -1.42993  0.1939
H -1.39118 1.93500 0.12685  0.2160

Orbital gap, eV: 11.705
LUMO, hartree: 0.0382

=====

(12)
Molecular formula: C4H8O2
Method: DFT, ωB97M-V/def2-TZVPD

Each line ends with the natural charge from an NBO analysis.
Atoms and positions in Å:
O 2.41137 -0.71687 -0.06546  -0.6998
H 0.23071 -0.82231 1.07367  0.2098
O -3.17191 -0.48305 -0.54801  -0.5342
H 1.69165 1.22959 0.33753  0.1544
H -1.17004 1.15865 -0.87632  0.2334
H -2.16939 -1.01460 1.20032  0.1204
H 3.25562 -0.41713 -0.50611  0.4731
C 1.50830 0.29278 -0.20308  -0.0574
C -2.25519 -0.27945 0.32349  0.4275
C -1.02203 0.62520 0.09861  -0.5061
H 1.47457 0.70801 -1.24793  0.1460
H -0.95747 1.20661 1.00750  0.2208
H -0.02845 -1.14027 -0.68959  0.2148
C 0.20227 -0.34714 0.09537  -0.4025

Orbital gap, eV: 10.574
LUMO, hartree: 0.0261

=====

(13)
Molecular formula: C4H8O2
Method: DFT, ωB97M-V/def2-TZVPD

Each line ends with the natural charge from an NBO analysis.
Atoms and positions in Å:
C 0.05282 1.71925 -0.25264  -0.5637
H -0.20604 -1.86411 1.04368  0.2368
C -0.96601 1.25115 0.47215  0.1689
C 0.71358 -1.58825 0.52093  -0.7295
H -1.92314 0.29218 -0.86462  0.5019
O -0.65615 -1.19255 -1.41772  -0.5837
O -2.09173 0.66680 0.01551  -0.6801
H -0.95102 1.27794 1.55978  0.1755
H 1.27630 -0.84916 1.10031  0.2335
H 1.24195 -0.51968 -1.34429  0.1161
H 0.92526 2.12179 0.24869  0.2133
H 1.35437 -2.47143 0.40465  0.2394
H 0.04488 1.72254 -1.33999  0.2058
C 0.40487 -1.05014 -0.84757  0.4656

Orbital gap, eV: 10.186
LUMO, hartree: 0.0360

=====

(14)
Molecular formula: C4H8O2
Method: DFT, ωB97M-V/def2-TZVPD

Each line ends with the natural charge from an NBO analysis.
Atoms and positions in Å:
C 0.88101 -0.09201 -1.32785  -0.1354
C -0.73537 -1.01077 1.21178  -0.6333
H -0.88978 -0.93256 2.28757  0.2248
O 1.81836 0.88116 -0.92411  -0.7222
C -0.29759 0.60347 -0.71800  0.1262
H 0.22645 -1.50366 1.03880  0.2158
O 0.29334 1.19296 0.88232  -0.5883
H 0.85437 -0.17357 -2.43135  0.2027
H 1.07840 -1.10518 -0.93458  0.1687
H -0.67440 1.42158 -1.32986  0.2195
C -0.78534 0.36480 0.62927  0.0398
H -1.70459 0.90263 0.83277  0.1745
H 1.47132 1.05645 0.01777  0.4924
H -1.53616 -1.60529 0.76547  0.2146

Orbital gap, eV: 10.068
LUMO, hartree: 0.0149

=====

(15)
Molecular formula: C4H8O2
Method: DFT, ωB97M-V/def2-TZVPD

Each line ends with the natural charge from an NBO analysis.
Atoms and positions in Å:
H -1.38172 1.41492 -0.24338  0.1025
H 2.25521 1.28971 -0.19083  0.1681
H -1.03144 -1.24560 -0.57632  0.2606
O 0.74634 -0.15103 -0.45771  -0.5674
C 0.16183 -0.34181 0.81602  -0.0560
C -2.01666 0.51574 -0.07701  0.4506
H 1.93728 0.62172 -1.80975  0.1945
C -1.24677 -0.70900 0.35426  -0.5432
C 2.00868 0.37477 -0.74522  -0.2383
H 2.81026 -0.36582 -0.62164  0.1685
H 0.18191 0.56940 1.44216  0.1683
O -3.20519 0.54645 -0.28248  -0.5202
H 0.62275 -1.15176 1.40318  0.1784
H -1.84246 -1.36769 0.98871  0.2336

Orbital gap, eV: 10.557
LUMO, hartree: 0.0327

=====

(16)
Molecular formula: C4H8O2
Method: DFT, ωB97M-V/def2-TZVPD

Each line ends with the natural charge from an NBO analysis.
Atoms and positions in Å:
H -2.26402 -1.13981 -0.49947  0.2266
H 2.42375 -1.16822 -0.95031  0.1863
H 2.27792 -1.03921 1.16099  0.1740
C -1.90882 -0.16128 0.00554  -0.6362
H 0.39542 1.15405 1.38322  0.1725
H -2.50250 0.69382 -0.36268  0.2221
C -0.39421 -0.05547 -0.34522  0.0785
H 0.14987 2.04292 -0.20906  0.1953
H -2.15452 -0.33635 1.15121  0.2172
C 1.75081 -0.80204 0.04302  0.2043
C 0.44514 1.07747 0.24787  -0.1035
O 0.33313 -1.13411 0.09534  -0.5443
H -0.27873 0.24762 -1.48071  0.1595
O 1.72676 0.62061 -0.23974  -0.5524

Orbital gap, eV: 10.949
LUMO, hartree: 0.0390

=====

(17)
Molecular formula: C4H8O2
Method: DFT, ωB97M-V/def2-TZVPD

Each line ends with the natural charge from an NBO analysis.
Atoms and positions in Å:
H 0.62310 1.53446 1.14928  0.1703
H -1.20401 -1.96242 -0.54518  0.1275
H 1.59791 -0.63896 -0.78769  0.1869
H -2.17373 0.25362 -0.73844  0.2182
C -1.33265 0.32322 -0.04592  -0.2083
H -1.69769 0.79700 0.88384  0.1958
C 1.34703 -0.27231 0.21668  -0.1070
H 2.22344 -0.34507 0.86555  0.1993
C 0.81588 1.14314 0.13560  -0.1048
O -0.35804 1.16336 -0.64303  -0.5219
O 0.36714 -1.17946 0.75901  -0.4952
C -0.90419 -1.05417 0.38836  0.1064
H 1.54631 1.79674 -0.35068  0.2027
H -0.83499 -1.68146 -1.28510  0.0300

Orbital gap, eV: 9.224
LUMO, hartree: 0.0326

=====

(18)
Molecular formula: C4H8O2
Method: DFT, ωB97M-V/def2-TZVPD

Each line ends with the natural charge from an NBO analysis.
Atoms and positions in Å:
C -0.03177 -0.78248 -0.36567  -0.3150
H 3.14467 -1.99211 -1.15063  0.2046
C 2.11572 -1.66172 -1.25157  -0.4045
C -0.75754 -0.46768 0.71570  0.1511
O -1.85038 0.35628 0.66689  -0.7100
H -0.33563 -0.47469 -1.35093  0.2040
C 1.16918 -1.64679 -0.29666  -0.1915
H 1.73193 -1.50389 -2.25245  0.1877
H -1.68210 1.19314 0.22310  0.5095
H -0.07749 3.73908 0.05592  0.4791
O -0.46524 2.92643 0.40902  -0.9538
H 1.34357 -1.90092 0.74354  0.1878
H -0.62235 -1.02629 1.63993  0.1711
H 0.26666 2.54473 0.92811  0.4797

Orbital gap, eV: 8.783
LUMO, hartree: 0.0212

=====

| no. | energy (eV) |
| --- | --- |
| 1 | -8370.4898 |
| 2 | -8371.3509 |
| 3 | -8372.2225 |
| 4 | -8371.9117 |
| 5 | -8371.7329 |
| 6 | -8370.7592 |
| 7 | -8371.7356 |
| 8 | -8369.7805 |
| 9 | -8372.6942 |
| 10 | -8371.2207 |
| 11 | -8372.5633 |
| 12 | -8371.2951 |
| 13 | -8371.4273 |
| 14 | -8369.6104 |
| 15 | -8371.2842 |
| 16 | -8370.3942 |
| 17 | -8367.8719 |
| 18 | -8370.9223 |